(1)
127
Properties=species:S:1:pos:R:3 method="wB97M-V/def2-TZVPD" e_tot_ev=-181756.992 smiles="O=C(Cl)CB1OBOB(CCCCC(F)(F)C(F)(F)S(F)(F)(F)(F)F)O1.O=S1(=O)CCCC1.O=S1(=O)CCCC1.O=S1(=O)CCCC1.O=S1(=O)CCCC1.O=S1(=O)CCCC1.O=S1(=O)CCCC1" spin_multiplicity=1 charge=0 e_homo_ev=-9.9
Cl -8.1861 0.9717 -2.1499
S -1.7441 -6.4076 -0.4417
S -3.1999 -2.3782 4.3325
S -6.1114 2.7381 -5.6889
S 4.0782 -0.2803 1.4067
S -0.4431 3.9715 -1.9078
S 2.3821 8.2636 1.8811
S 8.1014 -3.8331 2.5121
F -0.2618 5.6179 -1.5733
F -1.4848 3.9171 -0.5875
F -1.8052 4.4027 -2.8225
F -1.0536 2.1818 -3.7256
F 0.4493 4.2737 -3.3128
F 0.9084 3.7132 -0.9886
F 1.7426 1.7471 -2.9068
F 0.2285 0.0757 -3.0796
F -1.8638 1.6507 -1.7125
O 6.8770 -4.5983 2.4567
O -4.9146 -1.8346 -1.5049
O 3.8264 0.0928 2.7804
O -6.0432 1.8017 -4.5877
O 3.1829 7.2449 2.5199
O 8.4285 -2.8291 1.5253
O -3.9766 0.1674 -0.2054
O -3.0446 -6.1815 0.1474
O 3.0271 -0.7500 0.5308
O -6.1665 2.3785 -1.0583
O -3.2117 -2.7478 2.9359
O 1.3512 8.9892 2.5876
O -0.5182 -6.2033 0.2941
O -2.6072 -1.1455 4.7996
O -2.8374 -2.1319 -0.2127
O -5.1391 2.7429 -6.7569
C 6.2913 -0.9896 0.2062
C -0.4779 -0.4269 1.0064
C 3.4771 9.4346 1.0972
C -6.4242 1.4274 -1.8178
C 6.3708 0.5332 0.3335
C 1.7002 7.5892 0.3701
C -7.3097 5.0553 -5.8880
C 9.4793 -4.9576 2.6521
C -2.5387 -3.7463 5.2774
C 0.1958 0.9458 0.4427
C 8.2710 -3.1084 4.1397
C 4.9527 1.0478 0.5853
C -1.6672 -7.8303 -2.6878
C 3.7062 8.8618 -0.2954
C -4.8660 -2.4913 4.9604
C 2.3364 8.3782 -0.7760
C -5.2371 0.5771 -2.4913
C 5.4188 -1.4568 1.3643
C 9.4299 -3.8435 4.8162
C -3.6848 -4.2530 6.1554
C 10.3730 -4.3276 3.7126
C -2.0020 -0.2392 1.4887
C -6.2391 4.3917 -5.0316
C -8.4178 4.0125 -6.0492
C 0.5720 1.2156 -2.2511
C -0.6881 2.1741 -2.3309
C -1.7043 -8.0410 -1.1726
C 1.0354 0.6258 -0.8689
C -1.6407 -5.5023 -1.9756
C -4.9939 -3.9347 5.4299
C -7.7490 2.6841 -6.4084
C -0.9938 -6.4808 -2.9472
B -4.6575 -0.4250 -1.3279
B -2.9828 -0.7665 0.2940
B -4.1775 -2.5726 -0.5096
H -5.2720 4.8903 -5.0893
H 2.9585 10.3945 1.0474
H 7.3381 -3.2342 4.6901
H 10.9138 -3.4752 3.2889
H 9.0457 -4.7055 5.3709
H -5.6717 -0.0789 -3.3310
H 5.0266 -2.4643 1.2277
H -0.8058 -8.5481 -0.8170
H -1.1407 -8.6472 -3.1863
H 0.9502 1.2437 1.2656
H -0.5486 1.8019 0.3870
H -0.4601 -1.2779 0.2509
H -7.6395 2.5701 -7.4882
H -9.1425 4.3074 -6.8113
H -4.6056 -3.4769 0.1143
H 8.4890 -2.0462 4.0154
H 4.4345 1.2660 -0.3504
H 7.0133 0.7945 1.1807
H -4.9548 -1.7957 5.7977
H -8.9599 3.9082 -5.1038
H -2.5907 -8.5963 -0.8649
H -4.4325 1.2907 -2.8594
H -2.6583 -5.2544 -2.2860
H -8.2959 1.8342 -5.9987
H -1.6964 -3.3982 5.8759
H -3.5839 -5.3217 6.3567
H -2.1605 -0.9935 2.3510
H 2.4171 7.7670 -1.6775
H -7.6803 5.9727 -5.4265
H 11.1086 -5.0397 4.0915
H 4.9519 1.9310 1.2249
H 9.9703 -5.0664 1.6855
H 5.8233 -1.2566 -0.7472
H -3.6674 -3.7344 7.1195
H 4.1329 9.6067 -0.9701
H -5.8609 -4.0695 6.0797
H -5.5773 -2.2294 4.1775
H -5.1097 -4.6001 4.5683
H 0.0789 -6.5580 -2.7426
H -6.8985 5.3122 -6.8696
H 9.0902 -5.9214 2.9872
H 0.1221 -0.7754 1.9186
H 9.9429 -3.1965 5.5310
H 0.6157 7.7004 0.3818
H 1.9649 6.5316 0.3228
H 1.7103 9.2424 -1.0204
H 6.8031 0.9914 -0.5588
H 4.3939 9.5328 1.6778
H 2.1135 0.9867 -0.6813
H -6.5606 4.3130 -3.9904
H 4.3991 8.0158 -0.2432
H -2.6884 -7.8093 -3.0820
H 1.1392 -0.5175 -0.9639
H -2.2639 0.8001 1.8709
H -2.2045 -4.5116 4.5746
H -1.0597 -4.5917 -1.8315
H 5.9535 -1.3868 2.3140
H -1.1177 -6.1582 -3.9829
H 7.2782 -1.4502 0.2383

=====

(2)
108
Properties=species:S:1:pos:R:3 method="wB97M-V/def2-TZVPD" e_tot_ev=-78263.399 spin_multiplicity=3 charge=+2 e_homo_ev="-13.2 / -13.2"
Mo 0.1116 0.2601 0.1141
S 2.9177 -1.8286 -1.5576
S 2.5134 -0.0191 0.8643
O 4.7688 -0.7844 0.0054
N -2.3536 -1.3792 0.0761
N 0.2777 -2.1374 0.7477
N 0.2160 0.5648 2.2996
N -0.3136 2.3495 0.2907
N 4.7379 2.3003 -1.1661
N -1.2973 -1.0826 -2.1515
N 1.5139 1.0265 -1.3431
N 3.1534 1.9307 -2.9281
N -0.2552 -2.7025 -0.3742
N -2.0693 -0.1615 0.6068
N -0.8676 0.1972 -1.8982
N 5.1470 2.7435 -3.4096
C 3.4827 -0.9412 -0.3205
C 0.7768 2.8833 3.4015
C -0.8947 2.3672 -3.4467
C -2.5148 1.9155 3.2867
C -3.4912 1.3630 2.2607
C 0.4169 3.8089 2.1854
C 2.3258 1.4303 -2.0644
C 5.7429 -1.5374 -0.7660
C -3.7617 2.4873 1.2382
C 0.7558 3.2727 0.7896
C 1.0924 -4.1933 0.4842
C 1.5239 -1.9941 3.6115
C -4.1215 -3.1820 0.1747
C -0.2674 3.4425 -2.5676
C -2.2962 -2.4263 -3.9959
C 3.3235 -3.3080 2.4871
C 1.1870 1.4271 3.0826
C -3.9512 -0.9929 1.5276
C -1.6218 -1.2306 -3.4410
C 4.3484 2.3174 -2.4454
C -0.0951 2.4167 -4.7660
C -1.4000 0.0159 -4.0332
C -2.3462 2.8684 -3.6658
C -3.0938 0.0819 1.5196
C -0.1016 -4.8165 -1.7191
C 1.7948 -3.1474 2.6700
C -0.9724 0.8898 -3.0581
C 0.2456 -3.9397 -0.5798
C -3.4683 -1.9075 0.5993
C -4.8211 1.1223 3.0328
C 1.1039 -3.0726 1.2959
C 1.2148 -4.4058 3.3453
B -1.5160 -2.0966 -1.0319
H 0.8220 4.1152 0.1280
H -3.4808 -4.0709 0.3259
H 3.6138 -4.2170 1.9535
H 1.9742 -2.2229 4.6075
H 0.0066 3.4569 -5.0769
H -2.8791 2.7711 -2.7109
H -0.0528 2.9504 4.1303
H -5.0923 2.0948 3.4805
H 1.3989 -5.3170 2.7788
H 1.6481 3.3096 3.9290
H -0.0291 4.3012 -3.1987
H 3.7255 -2.4479 1.9752
H -1.7762 -3.3623 -3.7718
H 4.1729 1.7295 -0.5628
H 0.9586 4.7800 2.2769
H -1.6816 2.4238 2.7988
H 0.1537 -4.2949 3.4454
H -1.1738 -5.0590 -1.6338
H -4.7317 0.3540 3.8249
H -2.8838 2.2747 -4.3855
H -3.2810 -2.5451 -3.5697
H -1.1406 2.4170 0.8714
H -5.6415 0.8572 2.3747
H 0.3198 -0.3948 2.6260
H 0.0523 -4.3116 -2.6591
H 0.4858 -5.7378 -1.6858
H -4.4099 -3.1390 -0.8917
H -0.6279 4.0591 2.2236
H -3.0613 2.6454 3.9008
H -2.3864 -2.2996 -5.0789
H 0.8792 1.9465 -4.6539
H -5.0295 -3.3708 0.7459
H -1.6571 0.2377 -5.0605
H -2.8911 2.7647 0.7052
H 1.6648 -4.5539 4.3220
H 5.5373 -2.6041 -0.6724
H -0.9935 3.8265 -1.8514
H 0.4508 -1.8321 3.8065
H 0.6407 3.2095 -2.0156
H 1.7288 2.7633 0.7551
H -4.8315 -1.1904 2.0931
H 3.7671 -3.3354 3.4762
H -0.6282 1.9143 -5.5599
H 1.6781 -5.1113 0.5925
H -2.1337 1.0994 3.9184
H -4.4649 2.1714 0.4739
H 2.1152 1.4752 2.4967
H 1.9874 -1.0866 3.2652
H 5.6365 -1.3001 -1.8248
H -0.5524 2.6389 -0.6425
H -2.1566 -3.0017 -1.4698
H 5.6873 2.4599 -0.8840
H 4.7529 2.7200 -4.3472
H -2.3585 3.9274 -3.9970
H -4.1374 3.3632 1.7414
H 6.0959 3.0878 -3.2739
H 6.7045 -1.2456 -0.3627
H 1.4437 0.9046 3.9949
H -0.7393 0.8062 2.5348